[1]
{"formula": "C24H32Cl46NO2", "method": "ωB97M-V/def2-TZVPD", "elements": ["C", "C", "C", "Cl", "N", "C", "C", "C", "C", "O", "C", "C", "O", "H", "H", "H", "H", "H", "H", "H", "H", "H", "H", "H", "H", "H", "H", "H", "H", "H", "C", "Cl", "Cl", "Cl", "H", "C", "Cl", "Cl", "Cl", "H", "C", "Cl", "Cl", "Cl", "H", "C", "Cl", "Cl", "Cl", "H", "C", "Cl", "Cl", "Cl", "H", "C", "Cl", "Cl", "Cl", "H", "C", "Cl", "Cl", "Cl", "H", "C", "Cl", "Cl", "Cl", "H", "C", "Cl", "Cl", "Cl", "H", "C", "Cl", "Cl", "Cl", "H", "C", "Cl", "Cl", "Cl", "H", "C", "Cl", "Cl", "Cl", "H", "C", "Cl", "Cl", "Cl", "H", "C", "Cl", "Cl", "Cl", "H", "C", "Cl", "Cl", "Cl", "H"], "xyz": [[0.889, -0.580, 1.454], [2.125, -1.365, 1.021], [2.391, -2.645, 1.866], [4.364, -2.844, 1.774], [1.870, -2.749, 3.096], [2.301, -1.738, 4.008], [2.292, -2.237, 5.448], [2.166, -1.079, 6.435], [3.465, -0.311, 6.588], [3.992, -0.442, 7.944], [4.948, 0.503, 8.181], [4.446, 1.823, 8.703], [6.150, 0.289, 7.986], [0.272, -0.290, 0.614], [1.207, 0.357, 1.906], [0.278, -1.100, 2.179], [2.993, -0.717, 1.038], [1.984, -1.682, -0.008], [2.050, -3.503, 1.297], [3.296, -1.327, 3.789], [1.614, -0.868, 3.993], [3.220, -2.753, 5.681], [1.460, -2.913, 5.597], [1.404, -0.380, 6.105], [1.847, -1.418, 7.416], [4.225, -0.650, 5.892], [3.294, 0.748, 6.407], [5.276, 2.490, 8.862], [3.822, 2.260, 7.932], [3.864, 1.690, 9.604], [-3.233, 0.066, 0.647], [-2.118, -0.577, -0.554], [-2.766, -0.418, 2.278], [-3.348, 1.835, 0.544], [-4.208, -0.346, 0.448], [2.631, 5.295, 9.721], [2.190, 4.611, 8.159], [1.657, 4.589, 11.012], [4.352, 5.077, 10.050], [2.429, 6.356, 9.691], [7.440, 0.620, 4.482], [6.019, -0.012, 3.668], [8.907, -0.189, 3.913], [7.581, 2.370, 4.251], [7.340, 0.431, 5.543], [-1.248, -2.706, -4.247], [-0.698, -1.427, -3.172], [-0.199, -2.844, -5.655], [-1.384, -4.247, -3.399], [-2.234, -2.428, -4.600], [-6.617, 0.291, 3.134], [-6.543, 0.489, 1.377], [-7.828, 1.373, 3.819], [-6.943, -1.384, 3.559], [-5.651, 0.563, 3.538], [-3.267, 1.868, -3.731], [-1.589, 1.921, -3.193], [-3.375, 1.126, -5.331], [-4.297, 1.005, -2.584], [-3.626, 2.885, -3.797], [-5.156, 2.176, -9.121], [-4.947, 3.430, -7.899], [-3.654, 1.918, -10.009], [-5.710, 0.673, -8.385], [-5.909, 2.508, -9.820], [-2.711, -3.136, -9.219], [-2.952, -3.332, -7.488], [-3.475, -1.650, -9.796], [-0.994, -3.152, -9.623], [-3.183, -3.972, -9.717], [-6.196, 4.179, 1.413], [-4.978, 4.739, 0.269], [-5.957, 4.911, 3.000], [-7.824, 4.500, 0.811], [-6.084, 3.108, 1.516], [11.913, 2.290, 2.930], [12.932, 1.612, 1.658], [12.573, 1.925, 4.524], [11.718, 4.030, 2.715], [10.935, 1.830, 2.860], [1.951, -3.822, -12.532], [3.154, -3.230, -13.681], [2.256, -3.172, -10.921], [0.322, -3.434, -13.084], [2.040, -4.897, -12.481], [-11.440, -1.150, 4.227], [-10.383, -1.847, 2.999], [-10.903, -1.602, 5.845], [-11.543, 0.603, 4.064], [-12.432, -1.552, 4.079], [-1.574, 5.903, -8.037], [-1.090, 7.270, -7.032], [-0.456, 5.689, -9.386], [-1.696, 4.429, -7.084], [-2.551, 6.119, -8.446], [5.143, -0.695, -1.666], [6.361, -0.367, -2.912], [5.486, 0.210, -0.202], [3.528, -0.337, -2.284], [5.186, -1.748, -1.419], [-5.019, -6.709, -6.635], [-4.364, -5.523, -5.511], [-4.054, -6.792, -8.115], [-5.129, -8.298, -5.880], [-6.018, -6.398, -6.907]], "lumo_energy_ha": 0.04577, "homo_lumo_gap_ha": 0.162, "total_charge": -1}

[2]
{"formula": "C2H5N5O2S", "method": "ωB97M-V/def2-TZVPD", "elements": ["N", "C", "N", "C", "N", "N", "H", "H", "H", "H", "N", "S", "O", "O", "H"], "xyz": [[3.553, -0.136, 0.417], [2.311, -0.046, -0.250], [1.827, 0.236, -1.452], [0.468, 0.141, -1.348], [0.049, -0.191, -0.120], [1.215, -0.310, 0.590], [4.171, 0.481, -0.055], [3.428, 0.206, 1.345], [-0.023, 0.466, -2.252], [1.060, -0.619, 1.606], [-3.720, -0.549, 1.383], [-3.447, -0.153, -0.089], [-3.692, -1.125, -1.109], [-3.648, 1.203, -0.456], [-3.550, 0.396, 1.791]], "smiles": "Nc1ncn[nH]1.N=S(=O)=O", "e_above_lowest_ev": 0.000, "lumo_energy_ha": -0.05102, "homo_lumo_gap_ha": 0.293, "total_charge": 0}

[3]
{"formula": "C4H7NO", "method": "ωB97M-V/def2-TZVPD", "elements": ["H", "N", "C", "C", "C", "C", "O", "H", "H", "H", "H", "H", "H"], "xyz": [[-1.482, 0.394, 2.095], [-1.078, 0.615, 1.199], [-1.457, -0.241, 0.320], [-0.648, -0.187, -0.911], [0.888, -0.342, -0.634], [1.702, 0.501, 0.239], [1.295, -0.791, 0.660], [-2.308, -0.921, 0.358], [-1.519, 0.680, -0.885], [-0.878, -0.635, -1.867], [1.428, -0.907, -1.407], [2.769, 0.615, 0.043], [1.176, 1.312, 0.733]], "smiles": "[H]/N=C/C[C@H]1CO1", "e_above_lowest_ev": 4.796, "lumo_energy_ha": 0.03913, "homo_lumo_gap_ha": 0.375, "total_charge": 0}

[4]
{"formula": "CH8O4", "method": "ωB97M-V/def2-TZVPD", "elements": ["C", "O", "H", "H", "O", "H", "H", "O", "H", "H", "O", "H", "H"], "xyz": [[0.061, -0.645, 1.960], [-0.058, 0.498, 2.344], [1.053, -1.114, 1.964], [-0.812, -1.221, 1.644], [-0.552, 0.293, -1.906], [-0.561, 0.621, -2.808], [-0.385, 1.065, -1.337], [0.349, 2.166, -0.073], [0.213, 1.625, 0.719], [0.995, 2.830, 0.179], [0.221, -2.106, -0.678], [-0.051, -1.271, -1.108], [-0.473, -2.740, -0.900]], "smiles": "C=O.O.O.O", "e_above_lowest_ev": 0.000, "lumo_energy_ha": 0.02690, "homo_lumo_gap_ha": 0.409, "total_charge": 0}

[5]
{"formula": "C9H15BNO3", "method": "ωB97M-V/def2-TZVPD", "elements": ["B", "C", "C", "C", "C", "C", "C", "C", "C", "C", "N", "O", "O", "O", "H", "H", "H", "H", "H", "H", "H", "H", "H", "H", "H", "H", "H", "H", "H"], "xyz": [[-3.404, 0.570, -0.199], [4.139, 0.055, -0.118], [3.569, 1.034, 0.679], [3.350, -0.663, -1.002], [2.210, 1.284, 0.608], [1.987, -0.420, -1.069], [1.410, 0.561, -0.268], [-0.094, 0.733, -0.242], [-2.996, -0.637, 0.703], [-0.595, -0.118, 0.881], [-0.279, -1.528, 0.738], [-3.853, 1.693, 0.364], [-3.212, 0.316, -1.527], [-2.772, -1.841, 0.104], [5.198, -0.145, -0.061], [4.181, 1.600, 1.364], [3.796, -1.409, -1.641], [1.766, 2.048, 1.228], [1.384, -0.952, -1.796], [-0.366, 1.770, -0.059], [-0.527, 0.420, -1.195], [-3.146, -0.718, 1.767], [-0.550, 0.272, 1.883], [-1.173, -2.022, 0.380], [-0.015, -1.972, 1.621], [0.487, -1.642, 0.048], [-4.128, 2.432, -0.180], [-3.454, 0.995, -2.158], [-2.912, -1.718, -0.852]], "e_above_lowest_ev": 2.330, "lumo_energy_ha": [-0.13222, -0.13216], "homo_lumo_gap_ha": [0.306, 0.306], "total_charge": 1}

> Which formula does entry 2 have?

C2H5N5O2S